Molecular formula: C55H131N9O11
Method: DFT, ωB97M-V/def2-TZVPD

Kohn-Sham gap: 8.21 eV
LUMO: 0.396 eV
SMILES: CC1(C)CCCC(C)(C)N1O.CC1(C)CCCC(C)(C)N1O.CC1(C)CCCC(C)(C)N1O.COC[C@H](C)N.COC[C@H](C)N.COC[C@H](C)N.COC[C@H](C)N.COCCNCCOC.COCCNCCOC

XYZ file:
```
206
Properties=species:S:1:pos:R:3:forces:R:3
C -2.7411 -5.4251 -3.5965 -0.5 -0.3 0.9
C -1.6413 -6.4302 -3.2276 0.4 0.1 -0.5
C -2.2729 -7.6242 -2.5003 -0.8 -0.3 -0.5
C -1.0017 -6.8717 -4.5882 0.4 -0.6 1.1
C 0.3560 -7.5737 -4.4161 -0.4 0.5 -0.2
C 1.2418 -6.6827 -3.5592 -0.1 -1.3 -0.6
C 0.6871 -6.3095 -2.1910 1.1 -0.2 0.0
C 0.7631 -7.5072 -1.2187 -0.4 0.5 -0.1
C 1.6637 -5.2426 -1.6909 -0.5 1.0 -0.2
N -0.6125 -5.7177 -2.4165 0.1 0.1 -1.9
O -1.1267 -5.1282 -1.2844 -0.7 -0.3 1.4
H -3.2056 -5.1236 -2.6559 -0.1 0.3 -0.1
H -2.4317 -4.5436 -4.1579 0.4 0.0 0.2
H -3.5318 -5.9108 -4.1708 0.1 -0.2 -0.1
H -2.6681 -7.3843 -1.5124 0.6 0.0 0.2
H -3.1741 -7.9610 -3.0231 0.0 0.2 -0.3
H -1.6520 -8.5192 -2.5249 0.3 0.2 0.4
H -1.6477 -7.6250 -5.0413 -0.4 0.5 -0.3
H -0.9082 -5.9568 -5.1733 0.0 -0.2 -0.3
H 0.1965 -8.6020 -4.0853 0.1 0.1 0.4
H 0.8744 -7.6608 -5.3739 -0.2 -0.1 -0.2
H 1.3804 -5.8280 -4.2250 0.3 0.5 0.6
H 2.1918 -7.2038 -3.4199 0.2 0.3 0.1
H 0.3811 -7.1831 -0.2492 -0.1 -0.1 0.0
H 1.8054 -7.7862 -1.0645 0.0 -0.2 -0.1
H 0.1721 -8.3488 -1.5748 0.2 -0.1 0.1
H 1.4514 -4.8613 -0.6917 0.1 -0.3 0.1
H 1.5571 -4.3795 -2.3540 -0.1 0.1 0.0
H 2.7077 -5.5387 -1.7944 -0.1 -0.3 0.3
H -1.1169 -4.1776 -1.4539 0.1 0.4 -0.4
C -1.1347 -7.9047 2.2838 0.0 -0.1 0.3
C -2.5308 -7.6660 2.9319 0.8 0.9 0.0
C -3.4576 -8.8539 2.6918 -0.6 -0.1 -2.2
C -2.4211 -7.5335 4.4664 0.4 0.2 0.8
C -1.9361 -6.1851 5.0416 -1.6 0.0 -0.9
C -2.9018 -5.1441 4.3859 1.2 -0.3 0.6
C -2.7874 -5.0778 2.8707 0.0 -0.7 -0.9
C -3.8822 -4.1062 2.3928 -0.1 -0.6 -0.4
C -1.4077 -4.5659 2.4289 0.5 0.6 0.4
N -3.1139 -6.4340 2.3225 -1.6 0.3 2.0
O -3.2256 -6.4301 0.9193 1.1 -0.1 0.6
H -0.4385 -7.0659 2.3234 -0.4 0.3 0.3
H -0.5905 -8.6986 2.7986 -0.2 -0.4 -0.3
H -1.2514 -8.0899 1.2155 0.0 -0.5 0.1
H -3.4405 -9.0103 1.6068 0.3 -0.4 0.0
H -3.2351 -9.8099 3.1631 0.5 0.2 0.3
H -4.5288 -8.6679 2.7889 0.1 0.5 0.8
H -3.3818 -7.7498 4.9382 -0.2 0.1 -0.3
H -1.7855 -8.3482 4.8219 0.2 -0.1 -0.2
H -2.1601 -6.1045 6.1058 0.3 -0.4 0.1
H -0.8636 -6.0697 4.8896 -0.1 0.5 -0.2
H -2.7767 -4.1586 4.8402 0.2 0.2 -0.3
H -3.9219 -5.4243 4.6540 0.0 -0.2 -0.1
H -4.0891 -4.1364 1.3223 0.4 -0.1 -0.1
H -3.6330 -3.0752 2.6424 -0.2 0.0 0.3
H -4.8030 -4.4835 2.8391 -0.1 0.5 0.2
H -1.2538 -3.5952 2.9090 -0.2 0.3 -0.3
H -1.2860 -4.4379 1.3516 -0.2 0.0 -0.1
H -0.5209 -5.1048 2.7641 -0.3 -0.5 0.1
H -2.3446 -6.1042 0.6749 0.0 -0.1 -1.0
C 2.2782 5.3358 1.4720 0.1 0.2 -0.4
C 1.7089 6.5618 2.2055 -0.2 0.0 0.8
C 0.7837 6.1017 3.3728 -0.5 0.8 -0.3
C 2.9512 7.2302 2.8078 0.6 0.1 0.3
C 2.6777 8.5755 3.4464 -0.4 -0.2 -0.3
C 2.0144 9.5074 2.4393 1.0 0.5 -0.1
C 0.8382 8.9445 1.6267 0.6 0.2 0.5
C -0.4048 9.2068 2.4585 -2.1 -0.7 -1.0
C 0.8176 9.6855 0.2739 -1.0 0.1 0.9
N 1.0174 7.5089 1.3163 1.8 0.1 -0.1
O -0.1070 6.9542 0.6791 0.1 0.0 0.3
H 2.9731 5.6392 0.6859 -0.3 0.2 -0.3
H 2.9228 4.7529 2.1310 -0.3 0.0 0.3
H 1.5228 4.6789 1.0403 -0.1 0.0 0.1
H 0.3179 6.9615 3.8595 0.4 0.2 0.1
H -0.1180 5.6134 2.9985 0.4 -0.6 -0.1
H 1.3116 5.5418 4.1441 -0.1 -0.3 -0.2
H 3.3508 6.5288 3.5453 -0.1 0.0 0.2
H 3.7969 7.3351 2.1222 -0.4 0.0 -0.6
H 2.0549 8.3674 4.3186 0.0 0.5 0.1
H 3.6052 9.0646 3.7451 0.0 -0.2 0.4
H 2.7844 9.9169 1.7758 0.2 -0.7 -0.4
H 1.7702 10.4512 2.9345 -0.8 -0.2 0.2
H -0.3685 9.0111 3.5286 0.5 0.2 0.0
H -1.1837 8.5334 2.0817 0.0 -0.3 0.1
H -0.8976 10.1584 2.2483 0.6 0.4 0.3
H -0.0806 9.3606 -0.2532 0.3 -0.1 -0.4
H 1.7475 9.5307 -0.2683 -0.1 -0.2 -0.1
H 0.6713 10.7523 0.4566 0.2 0.1 0.0
H 0.3052 6.6317 -0.1432 -0.3 -0.2 -0.3
C 5.1236 5.4505 -1.9605 0.4 0.5 0.8
O 3.7476 5.2188 -2.0537 -0.4 -0.6 -0.8
C 2.9667 6.2967 -2.5425 0.0 -0.3 0.0
C 1.5450 5.8284 -2.8363 0.0 0.5 0.1
C 0.7125 6.9136 -3.5259 0.0 -0.2 1.1
N 0.9106 5.4702 -1.5674 0.0 -0.1 -0.1
H 5.6985 5.6441 -2.8711 -0.6 -0.3 -0.5
H 5.5411 4.5754 -1.4653 0.1 0.1 0.0
H 5.3171 6.3387 -1.3478 0.0 0.0 0.3
H 2.9532 7.0377 -1.7371 -0.2 0.5 -0.3
H 3.3814 6.7002 -3.4700 0.2 0.1 0.1
H 1.5246 4.9790 -3.5267 0.6 -0.2 0.0
H 0.4615 7.7049 -2.8165 0.3 0.2 0.0
H -0.2485 6.4445 -3.7390 0.0 0.2 -0.7
H 1.2475 7.3296 -4.3775 -0.4 -0.1 -0.2
H 0.0497 4.9745 -1.7709 -0.1 0.0 0.2
H 1.5224 4.8174 -1.0915 0.0 -0.1 0.1
C -4.3539 1.6664 -2.3527 -0.7 0.8 0.2
O -5.2105 0.6825 -1.8198 0.4 -0.3 0.1
C -5.3227 -0.4709 -2.6272 0.0 0.0 -0.4
C -5.5372 -1.6955 -1.7381 0.9 -0.3 -1.0
C -5.2025 -3.0266 -2.4152 0.5 -0.6 -0.1
N -6.8999 -1.7690 -1.2731 -1.1 1.0 -0.1
H -4.7691 2.1446 -3.2458 -0.2 -0.1 -0.1
H -3.3503 1.3413 -2.6350 0.0 -0.3 0.3
H -4.3403 2.4188 -1.5638 0.5 0.2 -0.2
H -6.2032 -0.3607 -3.2720 0.1 0.0 -0.3
H -4.4342 -0.5269 -3.2631 0.1 -0.3 0.0
H -4.8585 -1.5396 -0.8960 -0.1 -0.2 0.2
H -4.3877 -3.0267 -3.1424 0.2 0.5 0.2
H -6.0257 -3.4930 -2.9602 -0.3 0.3 0.1
H -4.9095 -3.7593 -1.6613 -0.1 0.0 0.1
H -7.4806 -2.0536 -2.0594 0.1 -0.7 0.0
H -7.2072 -0.7964 -1.2630 -0.1 0.1 1.0
C 4.9304 1.8836 -1.0411 0.0 0.3 0.0
O 4.7628 0.4947 -0.9271 -0.5 -0.2 -0.2
C 3.4227 0.1614 -0.5571 0.7 0.7 0.6
C 3.1883 -1.3283 -0.6536 -0.4 -0.8 -0.3
C 3.3611 -1.8795 -2.0617 0.8 0.4 -0.1
N 1.8745 -1.7219 -0.1020 0.1 0.6 0.2
H 4.5103 2.2938 -1.9647 -0.1 -0.2 -0.1
H 5.9959 2.1112 -1.0262 0.0 -0.1 0.1
H 4.4401 2.4160 -0.2193 0.1 0.0 0.2
H 3.3065 0.4611 0.4930 -0.1 -0.1 0.3
H 2.6986 0.8000 -1.0712 -0.1 -0.4 -0.6
H 3.9624 -1.8081 -0.0509 0.0 0.0 0.2
H 3.3335 -2.9667 -2.1117 -0.4 0.0 0.2
H 4.3784 -1.6128 -2.3591 -0.1 0.1 -0.3
H 2.6752 -1.4375 -2.7866 -0.2 0.0 0.0
H 1.1845 -1.0415 -0.4309 0.3 -0.2 -0.1
H 1.8880 -1.4974 0.8897 0.1 -0.3 0.2
C 0.1625 1.8002 -0.2660 0.9 0.5 0.1
O 0.1367 0.4637 -0.6905 -0.6 -0.2 0.3
C -1.0274 0.2285 -1.4467 -1.3 -0.7 0.3
C -1.5410 -1.2044 -1.4713 -0.1 -1.9 -1.0
C -2.0809 -1.7868 -0.1389 0.5 2.1 0.3
N -0.6235 -2.1588 -2.0948 0.4 -0.7 1.1
H -0.5825 2.0599 0.4897 -0.3 -0.2 -0.1
H 0.0634 2.4611 -1.1328 -0.1 0.2 0.0
H 1.1439 1.9756 0.1785 0.0 0.0 0.0
H -1.8891 0.7313 -0.9941 0.2 0.8 -0.2
H -0.8509 0.5278 -2.4832 -0.1 0.3 0.0
H -2.3635 -1.2365 -2.1947 -0.4 0.7 0.3
H -2.5881 -2.7475 -0.0900 0.2 -0.1 -0.7
H -2.7724 -1.0095 0.1991 -0.3 -0.3 0.2
H -1.2973 -1.7563 0.6226 0.2 -0.3 -0.1
H -0.1846 -1.8127 -2.9383 0.0 0.2 0.0
H 0.0971 -2.3261 -1.3983 0.5 -0.3 -0.4
C -1.5257 4.0451 -4.2306 0.5 0.6 -0.5
O -1.7560 2.7251 -4.5772 -0.9 -0.9 -0.3
C -0.6042 1.9489 -4.9012 -0.2 1.0 1.0
C -1.0930 0.5656 -5.2516 0.4 0.5 -0.1
N 0.0496 -0.3262 -5.3950 -1.3 -0.6 0.6
C -0.3349 -1.7342 -5.5803 1.1 -0.4 -0.2
C 0.9646 -2.5489 -5.5537 -0.5 0.3 -0.7
O 1.8662 -1.9574 -6.4837 0.4 -0.9 0.0
C 3.1215 -2.6430 -6.5225 0.4 1.1 0.7
H -2.3974 4.5453 -3.8077 -0.2 -0.5 0.1
H -1.2933 4.5956 -5.1492 0.4 0.3 0.2
H -0.7100 4.1091 -3.5030 0.2 0.2 -0.1
H 0.0303 2.0170 -4.0102 0.3 -0.6 0.0
H 0.0064 2.3776 -5.7033 -0.3 0.2 -0.3
H -1.7181 0.6970 -6.1421 0.0 -0.3 -0.2
H -1.7744 0.2335 -4.4664 0.2 -0.2 0.1
H 0.6471 -0.0463 -6.1607 0.0 -0.1 0.0
H -0.9075 -1.9394 -6.4903 0.2 0.2 -0.3
H -0.9506 -2.1805 -4.7960 -0.1 0.6 0.4
H 0.7525 -3.5801 -5.8497 0.0 -0.2 0.1
H 1.3577 -2.5486 -4.5339 0.3 0.1 0.0
H 3.7341 -2.2382 -7.3268 -0.4 -0.2 -0.4
H 3.0739 -3.7321 -6.5341 -0.4 0.0 -0.3
H 3.7139 -2.3667 -5.6433 -0.2 -0.1 0.4
C 2.3204 2.4850 3.6532 -0.7 -0.5 -0.3
O 3.2922 2.6011 4.6449 -0.3 0.4 0.9
C 2.6967 2.7457 5.9657 1.1 0.8 -0.8
C 3.2492 4.0662 6.5817 -0.1 -1.6 0.3
N 2.6022 4.3673 7.8409 -0.4 0.7 0.1
C 2.6232 3.3958 8.9338 -0.2 0.3 -0.4
C 1.4058 3.5394 9.8761 0.5 0.4 -0.6
O 0.1126 3.4327 9.3038 -0.5 -0.1 -0.3
C -0.1731 2.2857 8.5308 1.0 -0.3 -0.3
H 2.7649 2.4562 2.6579 0.3 -0.1 0.2
H 1.5981 3.3072 3.6584 0.0 0.1 0.1
H 1.7567 1.5586 3.8142 -0.1 -0.1 -0.2
H 2.9489 1.8452 6.5247 0.2 0.1 0.2
H 1.6069 2.8082 5.9739 -0.1 0.0 -0.6
H 3.1322 4.8756 5.8621 -0.3 0.1 0.1
H 4.3256 3.9490 6.7241 0.1 0.0 0.1
H 1.6755 4.7357 7.6765 -0.1 -0.2 0.1
H 3.5429 3.5787 9.4948 -0.1 -0.1 0.4
H 2.7047 2.3585 8.5968 -0.2 -0.1 -0.2
H 1.3696 4.5638 10.2460 0.3 -0.1 0.3
H 1.5721 2.8359 10.6955 -0.3 -0.1 0.1
H 0.0822 1.3642 9.0610 0.0 -0.1 0.1
H 0.4140 2.3229 7.6099 0.1 -0.2 0.0
H -1.2085 2.2063 8.2040 -0.2 0.5 0.5
```
Forces are in eV/Å.